Formula: C4H12N2O2
Source: OMol25
Level of theory: ωB97M-V/def2-TZVPD

Output
Max |F|: 3.8 eV/A
Electronic energy: -11400.150 eV
Frontier orbital gap: 12.0 eV
SMILES: [NH3+]CC[C@@H]([NH3+])C(=O)O

```
! wB97M-V def2-TZVPD RIJCOSX def2/J DEFGRID3
* xyz 2 1
N -0.691 2.309 -0.130
C -0.526 1.374 1.055
C -0.715 -0.157 0.669
C 0.440 -1.009 0.233
N 0.134 -2.513 0.015
C 1.002 -0.477 -1.160
O 0.634 -0.872 -2.213
O 1.789 0.529 -0.946
H -0.608 3.305 0.000
H -0.024 2.066 -0.863
H -1.620 2.035 -0.517
H 0.524 1.392 1.452
H -1.201 1.692 1.787
H -1.335 -0.610 1.476
H -1.532 -0.285 -0.042
H 1.274 -0.994 0.998
H -0.866 -2.609 -0.274
H 0.800 -2.913 -0.759
H 0.192 -3.288 0.887
H 2.329 1.026 -1.667
*
```